Here is one molecule with the formula C4H7NO from OMol25. Energies are from ωB97M-V/def2-TZVPD.

Properties
SMILES: N#CCCCO
Energy above the lowest of the compared OMol25 structures with the same formula, charge and spin in kJ/mol: 284.8
Total charge: 0
HOMO-LUMO gap in eV: 10.92
Multiplicity: 1
E in eV: -7796.6930
E_HOMO in Ha: -0.3750

Each line ends with the Löwdin charge.
Atoms and positions in Å:
1 N 1.24023 -1.63709 -2.66624  0.1272
2 C 0.77490 -0.75431 -2.07852  -0.2263
3 C 0.18915 0.36826 -1.31823  -0.1922
4 C -0.59984 0.00641 -0.04932  -0.2140
5 C 0.15237 -0.38222 1.18500  -0.1414
6 O -0.14273 0.91962 2.04456  -0.1500
7 H 1.00756 1.05131 -1.06502  0.1202
8 H -0.46679 0.91644 -2.00405  0.1153
9 H -0.81281 0.95975 0.70233  0.1375
10 H -1.47834 -0.61614 -0.27420  0.1138
11 H -0.23374 -1.23596 1.73962  0.1097
12 H 1.24134 -0.39150 1.10552  0.1161
13 H -0.87132 0.79542 2.67853  0.0843

Here is C4H7NO as an isolated structure from OMol25. Energies are from ωB97M-V/def2-TZVPD.

Properties
Energy above the lowest of the compared OMol25 structures with the same formula, charge and spin in kJ/mol: 462.4
Total charge: 0
HOMO-LUMO gap in eV: 9.10
Multiplicity: 1
E in eV: -7794.8515
E_HOMO in Ha: -0.3042

Each line ends with the Löwdin charge.
Atoms and positions in Å:
1 O -0.38513 -1.23605 -1.40601  -0.0718
2 C -0.57492 0.07389 -1.64483  -0.0907
3 C -0.30406 1.04547 0.35365  -0.1201
4 C 0.06312 -0.14432 1.21903  -0.2347
5 C 1.37764 -0.69321 0.85765  -0.2390
6 N 2.40499 -1.11890 0.53604  0.1458
7 H 0.53971 -1.45987 -1.59299  0.0997
8 H -1.64894 0.27727 -1.59933  0.0695
9 H 0.05289 0.88227 -1.01401  0.0323
10 H -1.31395 1.40739 0.54860  0.0810
11 H 0.41135 1.86927 0.46354  0.0911
12 H -0.66836 -0.94960 1.09419  0.1170
13 H 0.08533 0.12318 2.28307  0.1199

Here is a 2-piece molecular cluster, C4H7NO overall from OMol25. Energies are from ωB97M-V/def2-TZVPD.

Properties
Energy above the lowest of the compared OMol25 structures with the same formula, charge and spin in kJ/mol: 613.3
Total charge: 0
HOMO-LUMO gap in eV: 9.20
Multiplicity: 1
E in eV: -7793.2877
E_HOMO in Ha: -0.3096

Each line ends with the Löwdin charge.
Atoms and positions in Å:
1 N -1.68750 0.10758 -1.59133  0.1438
2 C -0.68645 0.57988 -1.00226  -0.2661
3 O 0.27661 -0.26146 -0.51013  -0.2260
4 C 1.26361 0.25740 0.31683  -0.2123
5 C 0.99684 1.01479 1.36876  0.0518
6 C 0.74466 -2.16756 -0.66636  0.1306
7 H -2.27585 0.86599 -1.93089  0.0605
8 H -0.42784 1.62911 -0.82524  0.1408
9 H 2.23813 -0.09611 0.00532  0.1150
10 H 1.81389 1.37826 1.98065  0.0663
11 H -0.01839 1.26078 1.66644  0.0737
12 H -0.04356 -2.36256 -1.41944  -0.0444
13 H 0.21698 -2.37214 0.28981  -0.0336

> Look up the E_HOMO of the second one.

-0.3042 Ha